Record 1
A cluster of 15 separate species, C70H185N15O20 in total in a non-equilibrium geometry, computed with wB97M-V/def2-TZVPD.

Structure (XYZ):
```
290
C70H185N15O20 | OMol25 | wB97M-V/def2-TZVPD
C -5.263 3.262 3.533
O -5.299 2.731 4.870
C -5.203 3.436 6.064
C -3.804 3.911 6.563
N -3.267 5.130 5.900
C -2.009 5.673 6.532
C -0.723 4.893 6.277
O -0.849 4.558 4.891
C 0.173 3.623 4.448
H -5.963 4.084 3.679
H -5.652 2.579 2.778
H -4.281 3.697 3.347
H -5.578 2.764 6.837
H -5.889 4.281 6.003
H -3.070 3.120 6.405
H -3.942 4.059 7.634
H -2.794 4.982 5.019
H -2.267 5.766 7.587
H -1.945 6.726 6.258
H -0.655 4.046 6.959
H 0.025 5.669 6.444
H 1.055 4.261 4.380
H 0.036 3.225 3.443
H 0.499 2.883 5.180
C 1.971 1.835 -8.516
O 2.976 1.337 -7.675
C 3.457 0.002 -7.860
C 4.167 -0.327 -6.538
N 4.944 -1.555 -6.583
C 5.594 -1.828 -5.266
C 6.510 -3.111 -5.301
O 7.648 -2.940 -6.194
C 8.615 -3.946 -6.206
H 1.683 2.829 -8.174
H 1.145 1.166 -8.758
H 2.373 1.857 -9.529
H 4.042 -0.189 -8.760
H 2.577 -0.629 -7.982
H 3.544 -0.193 -5.654
H 4.972 0.408 -6.561
H 5.635 -1.577 -7.320
H 4.824 -2.019 -4.518
H 6.239 -1.042 -4.873
H 5.812 -3.889 -5.611
H 6.710 -3.518 -4.310
H 8.686 -4.488 -5.263
H 9.583 -3.518 -6.466
H 8.314 -4.776 -6.847
C 2.008 -1.849 -2.875
O 0.751 -1.527 -2.208
C 0.669 -0.312 -1.502
C 0.703 -0.655 0.000
N 0.134 0.404 0.823
C -1.322 0.474 0.650
C -1.992 1.098 1.894
O -1.984 0.238 3.083
C -2.207 0.888 4.228
H 2.467 -1.086 -3.504
H 1.998 -2.699 -3.558
H 2.697 -1.994 -2.042
H -0.244 0.101 -1.932
H 1.495 0.346 -1.767
H 1.740 -0.901 0.228
H 0.188 -1.613 0.073
H 0.171 -0.060 1.719
H -1.828 -0.486 0.560
H -1.499 1.133 -0.200
H -3.015 1.340 1.609
H -1.562 2.072 2.125
H -1.383 1.603 4.235
H -2.138 0.175 5.049
H -3.147 1.430 4.332
C 1.344 -4.303 -8.822
O 1.818 -3.147 -9.567
C 2.501 -3.447 -10.737
C 3.478 -2.360 -11.059
N 2.821 -1.201 -11.740
C 3.858 -0.151 -11.989
C 4.644 -0.162 -13.294
O 3.776 0.137 -14.383
C 4.445 0.291 -15.640
H 0.676 -4.811 -9.518
H 0.827 -3.932 -7.937
H 2.086 -4.991 -8.415
H 1.809 -3.547 -11.572
H 2.981 -4.425 -10.723
H 4.227 -2.715 -11.768
H 4.030 -2.049 -10.172
H 2.048 -0.846 -11.195
H 4.569 -0.027 -11.173
H 3.192 0.711 -11.934
H 5.120 -1.127 -13.469
H 5.589 0.378 -13.252
H 3.687 0.515 -16.391
H 4.899 -0.686 -15.810
H 5.123 1.141 -15.707
C -7.410 -3.615 0.659
O -7.242 -2.333 1.193
C -6.752 -2.222 2.517
C -6.620 -0.812 2.948
N -5.914 -0.602 4.205
C -6.660 -0.962 5.435
C -5.676 -1.241 6.592
O -5.339 -0.052 7.267
C -4.220 -0.246 8.081
H -8.296 -3.785 0.046
H -7.419 -4.301 1.506
H -6.427 -3.844 0.247
H -5.833 -2.808 2.523
H -7.317 -2.695 3.320
H -7.580 -0.299 2.901
H -6.015 -0.361 2.162
H -5.723 0.374 4.379
H -7.287 -1.837 5.263
H -7.299 -0.127 5.723
H -4.856 -1.771 6.108
H -6.147 -1.921 7.301
H -3.905 0.643 8.629
H -3.430 -0.350 7.337
H -4.255 -1.019 8.849
C 4.028 2.838 5.999
C 3.977 1.702 6.974
C 3.578 2.167 8.430
O 4.511 3.156 8.880
C 4.617 3.433 10.218
N 3.110 0.682 6.382
H 3.043 3.129 5.634
H 4.699 2.561 5.185
H 4.635 3.638 6.421
H 5.013 1.409 7.143
H 3.657 1.383 9.183
H 2.615 2.670 8.522
H 5.340 2.720 10.614
H 3.682 3.319 10.766
H 4.966 4.446 10.415
H 3.149 -0.157 6.943
H 2.137 0.918 6.513
C 0.668 -1.288 8.660
C 0.672 -0.988 10.165
C -0.229 0.217 10.487
O 0.318 1.372 9.908
C -0.333 2.622 10.112
N 0.288 -2.197 10.862
H 0.897 -0.470 7.977
H -0.263 -1.716 8.291
H 1.412 -2.029 8.366
H 1.690 -0.725 10.454
H -0.263 0.385 11.564
H -1.192 -0.049 10.051
H -0.149 3.257 9.245
H 0.130 3.124 10.962
H -1.379 2.448 10.365
H -0.673 -2.490 10.763
H 0.696 -2.950 10.327
C 1.296 1.839 -4.084
C 1.472 2.993 -5.045
C 0.138 3.416 -5.681
O -0.548 2.722 -6.716
C -0.770 1.409 -6.557
N 2.065 4.119 -4.373
H 0.486 2.090 -3.399
H 2.210 1.744 -3.499
H 1.072 0.782 -4.223
H 2.087 2.852 -5.934
H 0.222 4.378 -6.187
H -0.542 3.611 -4.852
H -1.462 1.166 -5.751
H 0.186 0.892 -6.477
H -1.356 0.878 -7.308
H 1.736 4.301 -3.436
H 3.038 3.868 -4.268
C -2.374 -4.735 -3.445
C -2.372 -5.265 -1.999
C -2.461 -4.065 -1.057
O -2.577 -4.573 0.252
C -2.988 -3.588 1.267
N -3.544 -6.217 -1.794
H -1.480 -4.302 -3.894
H -3.319 -4.260 -3.709
H -2.465 -5.669 -3.999
H -1.442 -5.711 -1.647
H -3.390 -3.555 -1.311
H -1.621 -3.381 -0.935
H -3.896 -3.119 0.886
H -2.269 -2.774 1.357
H -3.283 -4.093 2.186
H -4.450 -5.819 -1.998
H -3.547 -6.391 -0.800
C -5.861 -0.811 -2.509
C -7.181 -0.016 -2.409
C -7.483 0.665 -1.029
O -8.649 1.452 -1.247
C -9.291 1.935 -0.056
N -7.161 0.977 -3.550
H -5.681 -1.611 -1.792
H -5.075 -0.064 -2.396
H -5.932 -1.178 -3.533
H -8.049 -0.619 -2.675
H -6.689 1.201 -0.511
H -7.809 -0.026 -0.251
H -9.739 2.883 -0.354
H -8.611 2.252 0.735
H -10.105 1.401 0.435
H -7.889 1.653 -3.368
H -6.355 1.579 -3.461
C -2.433 4.148 -2.522
C -3.199 4.477 -1.182
C -4.644 3.952 -1.277
O -5.253 4.292 -2.525
C -6.205 5.390 -2.342
N -2.473 3.877 -0.092
H -1.502 4.685 -2.704
H -2.987 4.390 -3.429
H -2.198 3.085 -2.566
H -3.172 5.556 -1.029
H -5.275 4.314 -0.465
H -4.675 2.863 -1.315
H -6.761 5.353 -3.279
H -5.733 6.368 -2.255
H -6.848 5.271 -1.470
H -2.954 4.093 0.769
H -1.594 4.361 0.028
C 5.444 0.550 0.251
C 6.672 -0.340 0.562
C 6.797 -1.200 1.798
O 6.559 -0.542 3.027
C 5.250 -0.095 3.381
N 7.087 -1.040 -0.656
H 5.493 1.424 0.901
H 4.489 0.052 0.420
H 5.515 0.978 -0.749
H 7.469 0.398 0.649
H 7.798 -1.622 1.883
H 6.187 -2.103 1.782
H 5.124 0.923 3.010
H 5.163 0.035 4.459
H 4.492 -0.765 2.973
H 7.636 -0.405 -1.219
H 7.567 -1.915 -0.496
C -0.914 -3.119 4.768
C 0.565 -2.733 4.460
C 1.124 -3.036 3.063
O 2.324 -2.229 2.849
C 3.068 -2.656 1.699
N 0.738 -1.324 4.872
H -1.088 -4.185 4.625
H -1.706 -2.617 4.213
H -1.087 -2.756 5.782
H 1.404 -3.158 5.011
H 0.452 -2.770 2.247
H 1.355 -4.101 3.061
H 2.502 -3.188 0.934
H 3.709 -3.454 2.075
H 3.731 -1.915 1.253
H 1.741 -1.214 4.912
H 0.319 -0.738 4.164
C 1.819 -6.736 -3.115
C 2.010 -6.988 -1.559
C 2.253 -5.714 -0.783
O 3.228 -5.005 -1.558
C 4.644 -5.011 -1.243
N 0.935 -7.667 -1.021
H 1.369 -7.617 -3.573
H 2.841 -6.634 -3.480
H 1.157 -5.873 -3.175
H 2.876 -7.648 -1.610
H 2.548 -5.911 0.248
H 1.365 -5.101 -0.629
H 4.752 -4.588 -0.244
H 5.244 -4.316 -1.832
H 4.975 -6.046 -1.160
H 0.364 -6.873 -0.768
H 1.030 -7.985 -0.067
C 2.587 2.861 -0.354
C 1.308 3.591 -0.517
C 0.716 4.205 0.809
O -0.195 5.240 0.501
C -0.822 5.841 1.621
N 1.631 4.621 -1.472
H 2.523 2.037 -1.066
H 2.587 2.457 0.658
H 3.577 3.186 -0.672
H 0.486 3.132 -1.067
H 1.567 4.461 1.441
H 0.136 3.567 1.474
H -0.067 6.287 2.269
H -1.491 5.185 2.179
H -1.453 6.647 1.246
H 0.886 5.291 -1.348
H 2.230 5.306 -1.033
```

The calculation puts the molar mass at 1557.34 g mol⁻¹. The HOMO energy comes out at -8.47 eV. As for the charge: 0. The value obtained for the max |F| is 0.098 hartree/bohr. Its spin multiplicity is 1.

These are the Mulliken partial charges, in e, on atoms 1 to 99:
1. C -0.4494
2. O -0.1325
3. C -1.0897
4. C 0.0353
5. N -0.4298
6. C -1.1833
7. C -0.1607
8. O -0.0714
9. C -0.5107
10. H 0.5194
11. H -0.0050
12. H 0.0373
13. H 0.3240
14. H 0.3749
15. H 0.0971
16. H 0.4337
17. H 0.2964
18. H 0.4662
19. H 0.3565
20. H 0.1674
21. H 0.4388
22. H 0.4555
23. H -0.4876
24. H 0.3247
25. C -0.5528
26. O -0.3463
27. C 0.3764
28. C -0.4081
29. N -0.1406
30. C -0.1888
31. C -0.7701
32. O -0.3520
33. C -0.7547
34. H 0.2360
35. H 0.3083
36. H 0.1689
37. H -0.3880
38. H 0.3679
39. H -0.1716
40. H 0.3592
41. H 0.2764
42. H -0.0371
43. H 0.3322
44. H 0.3514
45. H 0.4533
46. H 0.3050
47. H 0.2408
48. H 0.2994
49. C -0.5866
50. O -0.3472
51. C 0.6089
52. C 1.3476
53. N 0.5184
54. C -0.1663
55. C -0.2945
56. O 0.5881
57. C -0.4166
58. H 0.0263
59. H 0.4408
60. H 0.2620
61. H 0.1820
62. H -0.6634
63. H -1.0483
64. H -0.4239
65. H -0.0302
66. H -0.2986
67. H 0.4379
68. H 0.4141
69. H -0.6572
70. H 0.0515
71. H 0.2711
72. H -0.0969
73. C -0.8468
74. O -0.1958
75. C -0.9060
76. C -0.1577
77. N -0.3745
78. C -0.2825
79. C -0.7062
80. O -0.3093
81. C -0.7362
82. H 0.3449
83. H 0.2090
84. H 0.3469
85. H 0.3671
86. H 0.4622
87. H 0.3585
88. H 0.0747
89. H 0.3142
90. H 0.1023
91. H 0.3249
92. H 0.3188
93. H 0.4480
94. H 0.2406
95. H 0.3126
96. H 0.2816
97. C -0.9104
98. O -0.1470
99. C -0.3656



Record 2
A structure of composition C70H62AsN10PS3Zn in a non-equilibrium geometry, computed with wB97M-V/def2-TZVPD.

Structure (XYZ):
```
148
C70H62AsN10PS3Zn | OMol25 | wB97M-V/def2-TZVPD
Zn -0.916 1.022 -0.882
N 0.175 1.600 0.557
S 0.276 1.563 2.012
N -0.483 0.377 2.899
S -1.922 0.456 3.446
N -3.098 0.683 2.452
S -3.159 -0.220 1.064
N -2.056 -0.146 0.101
C -3.357 -1.940 1.585
C -4.519 -2.408 2.166
C -4.612 -3.760 2.468
C -3.546 -4.607 2.205
C -2.378 -4.120 1.638
C -2.288 -2.777 1.319
C -4.766 0.267 0.431
C -5.328 -0.533 -0.551
C -6.543 -0.168 -1.103
C -7.172 0.992 -0.674
C -6.592 1.792 0.299
C -5.377 1.430 0.855
C -2.199 -1.072 4.335
C -3.376 -1.132 5.061
C -3.707 -2.305 5.713
C -2.863 -3.401 5.625
C -1.682 -3.325 4.904
C -1.339 -2.152 4.249
C -2.086 1.712 4.715
C -3.039 2.710 4.644
C -3.083 3.663 5.648
C -2.187 3.602 6.704
C -1.248 2.583 6.774
C -1.192 1.632 5.771
C -0.266 3.119 2.775
C 0.404 3.646 3.862
C 0.011 4.878 4.360
C -1.055 5.549 3.784
C -1.729 5.002 2.704
C -1.324 3.784 2.183
C 1.967 1.322 2.569
C 2.289 0.323 3.466
C 3.612 0.155 3.840
C 4.585 0.999 3.331
C 4.251 1.996 2.428
C 2.935 2.154 2.034
H -5.338 -1.734 2.364
H -5.521 -4.156 2.891
H -3.635 -5.659 2.431
H -1.552 -4.786 1.433
H -1.412 -2.341 0.860
H -4.813 -1.428 -0.868
H -6.992 -0.781 -1.870
H -8.119 1.278 -1.105
H -7.081 2.702 0.615
H -4.896 2.030 1.612
H -4.013 -0.261 5.106
H -4.619 -2.362 6.286
H -3.130 -4.320 6.122
H -1.028 -4.180 4.850
H -0.429 -2.058 3.680
H -3.730 2.727 3.817
H -3.814 4.455 5.605
H -2.215 4.354 7.476
H -0.561 2.532 7.603
H -0.470 0.829 5.796
H 1.230 3.107 4.302
H 0.544 5.317 5.187
H -1.355 6.508 4.177
H -2.563 5.533 2.268
H -1.806 3.344 1.319
H 1.503 -0.305 3.858
H 3.884 -0.634 4.524
H 5.611 0.887 3.648
H 5.017 2.648 2.037
H 2.641 2.922 1.332
N -2.607 -1.346 -2.427
C -2.712 -0.214 -3.126
N -3.353 -0.233 -4.286
C -3.379 0.913 -4.967
N -3.986 0.950 -6.147
N -2.819 2.058 -4.527
C -2.207 1.982 -3.370
N -2.108 0.886 -2.619
C -1.549 3.190 -2.857
C -1.579 4.381 -3.576
C -0.944 5.492 -3.046
C -0.289 5.357 -1.831
C -0.296 4.122 -1.199
N -0.920 3.063 -1.690
H -3.086 -2.163 -2.766
H -2.299 -1.245 -1.465
H -4.398 0.114 -6.526
H -3.972 1.805 -6.675
H -2.097 4.405 -4.518
H -0.960 6.437 -3.572
H 0.217 6.198 -1.379
H 0.212 3.955 -0.261
C 0.683 -1.795 -2.883
C 1.869 -2.379 -3.649
As 3.216 -3.357 -2.528
C 4.855 -2.324 -2.857
C 4.926 -1.050 -3.401
C 6.146 -0.409 -3.546
C 7.314 -1.034 -3.147
C 7.257 -2.304 -2.595
C 6.038 -2.937 -2.448
C 3.594 -4.731 -3.893
C 3.994 -4.387 -5.180
C 4.222 -5.362 -6.133
C 4.060 -6.699 -5.810
C 3.672 -7.057 -4.530
C 3.440 -6.077 -3.578
P 0.932 -0.314 -1.800
C 1.737 0.958 -2.809
C 1.621 1.009 -4.196
C 2.197 2.052 -4.902
C 2.874 3.057 -4.232
C 2.940 3.044 -2.847
C 2.360 2.009 -2.137
C 2.193 -0.893 -0.611
C 3.523 -0.490 -0.578
C 4.388 -1.043 0.352
C 3.940 -1.996 1.248
C 2.608 -2.380 1.241
C 1.740 -1.821 0.324
H 0.264 -2.562 -2.220
H -0.118 -1.509 -3.577
H 2.358 -1.619 -4.257
H 1.465 -3.128 -4.339
H 4.026 -0.532 -3.713
H 6.180 0.582 -3.974
H 8.263 -0.537 -3.269
H 8.165 -2.796 -2.280
H 5.988 -3.932 -2.014
H 4.133 -3.342 -5.433
H 4.535 -5.080 -7.129
H 4.239 -7.459 -6.555
H 3.557 -8.100 -4.275
H 3.133 -6.355 -2.575
H 1.085 0.233 -4.723
H 2.112 2.079 -5.978
H 3.346 3.852 -4.789
H 3.440 3.845 -2.322
H 2.372 1.997 -1.056
H 3.899 0.244 -1.274
H 5.423 -0.735 0.368
H 4.624 -2.444 1.952
H 2.254 -3.118 1.945
H 0.693 -2.093 0.316
```

The calculation puts the molar mass at 1310.82 g mol⁻¹. The HOMO energy comes out at -11.46 eV. As for the charge: +2. The value obtained for the max |F| is 0.042 hartree/bohr. Its spin multiplicity is 1.

These are the Mulliken partial charges, in e, on atoms 1 to 99:
1. Zn 1.0441
2. N 0.4331
3. S 1.3764
4. N 0.0114
5. S 1.1860
6. N -0.0455
7. S 1.0339
8. N -0.0826
9. C -0.0973
10. C -0.2083
11. C -1.1139
12. C -0.7306
13. C -0.8036
14. C 0.8978
15. C 0.1734
16. C -0.6322
17. C -0.8761
18. C -0.6338
19. C -0.8676
20. C -0.0312
21. C 0.6487
22. C -1.2190
23. C -0.8273
24. C -0.6672
25. C -0.8591
26. C -0.0957
27. C 0.4108
28. C 0.4204
29. C -0.7849
30. C -0.7145
31. C -0.7840
32. C -1.3668
33. C 0.0814
34. C -0.3331
35. C -1.0271
36. C -0.8498
37. C -1.0619
38. C 0.0334
39. C 0.0769
40. C -0.1694
41. C -0.8489
42. C -0.7710
43. C -0.8210
44. C -0.3049
45. H 0.5842
46. H 0.4854
47. H 0.4673
48. H 0.5429
49. H -0.3203
50. H 0.4438
51. H 0.4850
52. H 0.4532
53. H 0.4909
54. H 0.3735
55. H 0.4887
56. H 0.4676
57. H 0.4521
58. H 0.5063
59. H 0.5834
60. H 0.4257
61. H 0.5334
62. H 0.4407
63. H 0.4857
64. H 0.3743
65. H 0.6518
66. H 0.5064
67. H 0.4693
68. H 0.5665
69. H 0.3743
70. H 0.4644
71. H 0.5036
72. H 0.4290
73. H 0.4792
74. H 0.3397
75. N 0.3580
76. C 0.4467
77. N -0.9138
78. C 0.1072
79. N -0.3120
80. N -0.7976
81. C -0.0298
82. N 0.5898
83. C 0.3460
84. C -0.5972
85. C -0.9436
86. C -1.1351
87. C -0.1315
88. N 0.6371
89. H 0.3505
90. H -0.4496
91. H 0.2660
92. H 0.2471
93. H 0.6165
94. H 0.4756
95. H 0.5847
96. H 0.4763
97. C -1.1601
98. C -1.2882
99. As 0.4054